Formula: C30H62N2O14P2S7
Source: the OMol25 dataset
Level of theory: ωB97M-V/def2-TZVPD

Atoms and positions in Å:
1 C 5.146 1.261 2.186
2 C 4.503 -0.192 2.141
3 P 3.403 -0.597 0.689
4 C 4.198 -0.336 -0.983
5 C 5.059 0.977 -1.171
6 C 1.671 0.103 0.840
7 P 1.140 -0.095 2.686
8 N 1.623 -1.653 3.293
9 O 1.996 1.070 3.618
10 C 1.527 1.658 0.553
11 C 1.662 2.099 -0.949
12 O 1.121 1.183 -1.929
13 S -0.163 0.341 -1.343
14 O -0.767 -0.458 -2.436
15 O -1.225 1.246 -0.799
16 C 0.549 -0.740 0.009
17 S -0.912 -1.189 1.074
18 C 1.086 -2.082 -0.631
19 C 1.299 -3.263 0.405
20 N 2.421 -3.880 0.395
21 H 4.578 2.027 1.609
22 H 6.155 1.182 1.696
23 H 5.371 1.592 3.229
24 H 4.015 -0.370 3.133
25 H 5.357 -0.921 2.104
26 H 4.828 -1.236 -1.214
27 H 3.378 -0.307 -1.743
28 H 5.005 1.252 -2.259
29 H 4.662 1.860 -0.615
30 H 6.102 0.783 -0.846
31 H 0.933 -2.360 3.067
32 H 2.568 -1.927 3.029
33 H 2.649 1.528 3.067
34 H 2.311 2.226 1.119
35 H 0.539 1.981 0.975
36 H 1.078 3.054 -1.055
37 H 2.698 2.342 -1.274
38 H -1.577 -2.172 0.345
39 H 0.260 -2.454 -1.304
40 H 1.968 -1.953 -1.302
41 H 0.506 -3.597 1.102
42 H 3.021 -3.463 -0.324
43 C -4.549 -0.062 -1.965
44 C -3.919 -0.455 -3.303
45 C -4.627 -1.723 -3.791
46 S -6.277 -1.671 -3.097
47 O -6.419 -2.765 -2.160
48 O -7.235 -1.439 -4.156
49 C -6.057 -0.160 -2.173
50 H -4.252 0.939 -1.656
51 H -4.232 -0.764 -1.188
52 H -4.069 0.352 -4.027
53 H -2.846 -0.615 -3.211
54 H -4.695 -1.756 -4.877
55 H -4.135 -2.623 -3.422
56 H -6.618 -0.210 -1.241
57 H -6.423 0.663 -2.789
58 C -10.393 -0.661 -2.156
59 C -10.008 -1.878 -1.311
60 C -9.731 -1.381 0.111
61 S -10.730 0.090 0.330
62 O -9.850 1.225 0.485
63 O -11.793 -0.189 1.267
64 C -11.404 0.118 -1.324
65 H -10.808 -0.953 -3.121
66 H -9.508 -0.046 -2.342
67 H -10.839 -2.589 -1.297
68 H -9.140 -2.396 -1.722
69 H -10.011 -2.120 0.859
70 H -8.686 -1.100 0.240
71 H -11.532 1.148 -1.653
72 H -12.369 -0.390 -1.298
73 C 7.041 4.776 6.782
74 C 7.216 3.357 7.331
75 C 7.083 2.389 6.151
76 S 7.611 3.294 4.699
77 O 6.474 3.457 3.818
78 O 8.868 2.761 4.231
79 C 7.910 4.846 5.531
80 H 7.331 5.531 7.512
81 H 5.993 4.943 6.519
82 H 8.210 3.259 7.777
83 H 6.485 3.132 8.108
84 H 7.714 1.510 6.275
85 H 6.047 2.083 5.999
86 H 7.652 5.674 4.873
87 H 8.969 4.885 5.788
88 C 7.775 5.554 1.113
89 C 8.011 6.385 -0.152
90 C 7.814 5.457 -1.354
91 S 6.662 4.192 -0.823
92 O 7.349 2.923 -0.810
93 O 5.400 4.376 -1.506
94 C 6.498 4.764 0.858
95 H 7.686 6.182 2.001
96 H 8.614 4.868 1.267
97 H 7.282 7.200 -0.192
98 H 9.004 6.835 -0.161
99 H 7.398 5.986 -2.209
100 H 8.745 4.966 -1.637
101 H 6.376 3.915 1.529
102 H 5.619 5.410 0.906
103 C -6.253 -5.805 -3.554
104 C -7.176 -6.913 -4.068
105 C -6.292 -8.099 -4.469
106 S -4.826 -7.999 -3.443
107 O -3.688 -7.731 -4.290
108 O -4.835 -9.085 -2.491
109 C -5.276 -6.488 -2.605
110 H -6.809 -5.013 -3.054
111 H -5.709 -5.358 -4.392
112 H -7.859 -7.217 -3.270
113 H -7.784 -6.575 -4.908
114 H -6.788 -9.052 -4.294
115 H -5.978 -8.030 -5.511
116 H -4.384 -5.896 -2.405
117 H -5.764 -6.760 -1.667

The spin multiplicity is 1. Its LUMO energy is 0.14 eV. The net charge is 0. As for the HOMO-LUMO gap: 7.8416 eV. For the total energy, the calculation gives -5813.02860 Eh.

Results of the Mulliken charge analysis, in e, for atoms 1 through 99:
1 C -0.8360
2 C -0.5351
3 P 0.1229
4 C -0.5111
5 C -0.9990
6 C 0.5999
7 P -0.1273
8 N -0.5115
9 O -0.4818
10 C -1.2911
11 C -0.5089
12 O -0.5033
13 S 1.5170
14 O -0.7042
15 O -0.6674
16 C -0.1214
17 S -0.0736
18 C -0.8684
19 C -0.4137
20 N -0.6849
21 H -0.0587
22 H 0.3864
23 H 0.2571
24 H 0.4992
25 H 0.3536
26 H 0.6268
27 H 0.3273
28 H 0.3296
29 H -0.1811
30 H 0.4049
31 H 0.3194
32 H 0.3613
33 H 0.3085
34 H 0.5187
35 H 0.5367
36 H 0.4191
37 H 0.0938
38 H 0.1778
39 H 0.6415
40 H 0.3765
41 H 0.4930
42 H 0.3312
43 C -0.6029
44 C -0.2918
45 C -0.8083
46 S 1.3607
47 O -0.6646
48 O -0.7239
49 C -0.6517
50 H 0.4578
51 H 0.2058
52 H 0.2802
53 H 0.0442
54 H 0.3967
55 H 0.3192
56 H 0.3052
57 H 0.4013
58 C -0.3596
59 C -0.4031
60 C -0.5682
61 S 1.1709
62 O -0.6592
63 O -0.6822
64 C -0.7811
65 H 0.3977
66 H 0.1099
67 H 0.3570
68 H 0.0302
69 H 0.3843
70 H 0.2473
71 H 0.4360
72 H 0.3625
73 C -0.5879
74 C -0.6532
75 C -0.6944
76 S 1.2567
77 O -0.6232
78 O -0.7777
79 C -0.6525
80 H 0.3900
81 H 0.2646
82 H 0.2884
83 H 0.3390
84 H 0.4118
85 H 0.3054
86 H 0.2898
87 H 0.3863
88 C -0.5215
89 C -0.7655
90 C -0.8312
91 S 1.3856
92 O -0.6654
93 O -0.7284
94 C 0.2876
95 H 0.2431
96 H 0.3211
97 H 0.3162
98 H 0.3725
99 H 0.3783